Entry i
The molecule C3H5N3, computed with ωB97M-V with the def2-TZVPD basis set.

The geometry in ORCA input format:
```
! RIJCOSX wB97M-V def2-TZVPD def2/J DEFGRID3
* xyz 0 1
C -2.04879 -0.59934 -0.04649
C 0.15638 -0.17896 0.12489
N -0.68837 -1.01511 0.29787
N 2.63449 -0.28089 -0.01904
N 2.22417 0.89703 -0.17180
C 0.85673 0.95834 0.01832
H -2.28902 0.12518 0.74295
H -2.10587 -0.08544 -1.01495
H -2.72763 -1.44335 0.01753
H 3.64726 -0.26858 -0.16783
H 0.34065 1.89113 0.21855
*
```

Values from the calculation:
Highest occupied orbital energy, eV: -8.45
SMILES: [H]/N=N/C=C=NC
LUMO, eV: 0.07

Entry ii
The molecule C3H5N3, computed with ωB97M-V with the def2-TZVPD basis set.

The geometry in ORCA input format:
```
! RIJCOSX wB97M-V def2-TZVPD def2/J DEFGRID3
* xyz 0 1
N 0.72815 1.53887 -0.85258
C 0.08409 0.43988 -0.32018
N -1.19736 0.21121 -0.49505
N -1.43823 -0.91473 0.28436
C -0.41032 -1.51648 0.90839
C 0.66356 -0.56570 0.54630
H 1.69322 1.38756 -1.11354
H 0.20418 2.00545 -1.58514
H -2.39875 -1.22833 0.32070
H 0.37328 -0.51354 1.71782
H 1.69818 -0.84419 0.58893
*
```

Values from the calculation:
Highest occupied orbital energy, eV: -8.90
LUMO, eV: 0.92

entry ii comes first in stability; the runner-up is 1.061 eV higher.

Entry i
C4H10OSi as an isolated structure, computed with ωB97M-V with the def2-TZVPD basis set.

The geometry in ORCA input format:
```
! RIJCOSX wB97M-V def2-TZVPD def2/J DEFGRID3
* xyz 0 1
C 2.79634 -0.49410 0.21456
C 1.67292 -1.12639 -0.09603
C -0.77445 1.76527 -0.65852
C -1.56953 -0.84947 1.19678
O -1.06394 -1.03106 -1.60084
Si -0.57913 -0.19166 -0.23207
H 3.81593 -0.80166 0.24955
H 2.82197 0.55010 0.48155
H 1.53647 -2.21031 -0.12728
H 0.17645 2.28240 -0.81383
H -1.35986 2.05915 -1.53526
H -1.25715 2.28790 0.27107
H -2.75048 -0.94835 1.24274
H -1.05757 -1.81017 1.34843
H -1.34264 -0.27576 2.15602
H -0.55287 -0.97637 -2.38843
*
```

Values from the calculation:
Highest occupied orbital energy, eV: -8.93
LUMO, eV: 0.79

Entry ii
The molecule C4H10OSi, computed with ωB97M-V with the def2-TZVPD basis set.

The geometry in ORCA input format:
```
! RIJCOSX wB97M-V def2-TZVPD def2/J DEFGRID3
* xyz 0 1
C -2.36630 0.63090 -1.45822
C -1.14225 0.08222 -1.31224
C 1.33422 1.41332 -0.28129
C 0.91420 -1.58748 0.88187
O -0.55050 0.76123 1.73073
Si 0.08913 0.12476 0.43579
H -2.90287 0.43200 -2.38874
H -2.80839 1.40772 -0.77071
H -0.68684 -0.49502 -2.12859
H 1.90607 0.90826 -1.02038
H 0.72743 2.22059 -0.85430
H 2.04438 1.84761 0.38734
H 1.87392 -1.62937 0.32781
H 0.93241 -1.61531 2.01017
H 0.51588 -2.51883 0.49761
H -0.80397 0.26330 2.49084
*
```

Values from the calculation:
Highest occupied orbital energy, eV: -9.17
SMILES: C=C[Si](C)(C)O
LUMO, eV: 0.63

entry ii comes first in stability; the runner-up is 1.155 eV higher.

Entry i
A 2-piece molecular cluster, C4H12O overall, computed with ωB97M-V with the def2-TZVPD basis set.

The geometry in ORCA input format:
```
! RIJCOSX wB97M-V def2-TZVPD def2/J DEFGRID3
* xyz 0 1
C 1.66227 1.09787 -1.01835
C 1.78106 0.00233 0.07041
O 2.77573 1.05128 -1.92074
H 0.79200 0.94040 -1.65282
H 1.59631 2.03585 -0.46478
H 1.52438 -0.96927 -0.30870
H 3.36113 1.78525 -1.71979
H 1.23716 0.36159 0.94310
H 2.82556 -0.02105 0.39299
C -2.28027 -0.53515 -0.00777
C -2.14307 -1.04053 1.45430
H -1.39213 0.03082 -0.27607
H -2.32568 -1.35962 -0.72194
H -3.16448 0.07118 -0.15780
H -1.81784 -2.06855 1.46919
H -1.35577 -0.46120 1.92202
H -3.07635 -0.92120 1.99676
*
```

Values from the calculation:
Highest occupied orbital energy, eV: -10.27
SMILES: CCO.CC
LUMO, eV: 0.93

Entry ii
A 2-piece molecular cluster, C4H12O overall, computed with ωB97M-V with the def2-TZVPD basis set.

The geometry in ORCA input format:
```
! RIJCOSX wB97M-V def2-TZVPD def2/J DEFGRID3
* xyz 0 1
C 0.95809 -1.21064 0.71317
C 0.76644 -2.51336 -0.07634
O 2.06155 -0.49293 0.13867
H 0.07165 -0.58068 0.68129
H 1.22147 -1.39639 1.74529
H 1.55120 -3.20439 0.19991
H 1.89646 -0.37253 -0.80678
H 0.52051 -2.23644 -1.09838
H -0.13375 -2.98694 0.28339
C -1.57157 2.34312 0.37578
C -2.02437 1.81323 -0.99648
H -1.96700 3.35534 0.48507
H -1.66782 1.71894 1.25761
H -0.49184 2.52949 0.27969
H -3.06490 2.08620 -1.13189
H -2.07855 0.73096 -1.08614
H -1.46057 2.31635 -1.77838
*
```

Values from the calculation:
Highest occupied orbital energy, eV: -10.25
SMILES: CCO.CC
LUMO, eV: 0.90

Entry iii
A 2-piece molecular cluster, C4H12O overall, computed with ωB97M-V with the def2-TZVPD basis set.

The geometry in ORCA input format:
```
! RIJCOSX wB97M-V def2-TZVPD def2/J DEFGRID3
* xyz 0 1
C -1.65952 0.67882 -2.03413
C -2.42779 -0.39101 -1.25368
H -1.08552 0.21639 -2.85467
H -0.95735 1.20850 -1.36853
H -2.35880 1.41489 -2.46520
H -3.12995 -0.92069 -1.91927
H -1.72851 -1.12708 -0.82261
H -3.00178 0.07142 -0.43313
O 0.48839 0.49367 1.80213
C 2.80567 0.00338 1.66957
C 1.42650 -0.40508 1.20380
H -0.40996 0.23718 1.50618
H 2.87124 -0.05634 2.76900
H 3.02252 1.03960 1.35997
H 3.57117 -0.66118 1.23486
H 1.36233 -0.35443 0.09982
H 1.21136 -1.44810 1.50594
*
```

Values from the calculation:
Highest occupied orbital energy, eV: -10.32
SMILES: CCO.CC
LUMO, eV: 0.89

Entry iv
A 2-piece molecular cluster, C4H12O overall, computed with ωB97M-V with the def2-TZVPD basis set.

The geometry in ORCA input format:
```
! RIJCOSX wB97M-V def2-TZVPD def2/J DEFGRID3
* xyz 0 1
C -0.48512 -0.27088 -1.84080
C 0.39381 -0.56754 -3.04079
O -1.81919 -0.68254 -2.16277
H -0.12675 -0.83933 -0.98472
H -0.48301 0.79952 -1.65134
H 0.19017 -1.56554 -3.43900
H -2.35072 -0.77532 -1.37011
H 1.44682 -0.52045 -2.76837
H 0.20456 0.13288 -3.84665
C -0.20619 0.16137 2.27745
C 0.94499 0.89181 3.00828
H -0.71852 -0.56529 2.91075
H -0.93320 0.88517 1.91368
H 0.20001 -0.36160 1.41494
H 0.64894 1.89098 3.32333
H 1.29408 0.37423 3.90670
H 1.79931 1.01253 2.34942
*
```

Values from the calculation:
Highest occupied orbital energy, eV: -10.34
SMILES: CCO.CC
LUMO, eV: 0.92

entry iii comes first in stability; the runner-up is 0.126 eV higher.

Entry i
An isolated ion of composition C6H11N2 and charge +1, computed with ωB97M-V with the def2-TZVPD basis set.

The geometry in ORCA input format:
```
! RIJCOSX wB97M-V def2-TZVPD def2/J DEFGRID3
* xyz 1 1
C -1.81908 0.23903 1.11628
C -0.67637 -0.77980 1.41687
C -0.36108 -0.94009 -0.90958
C -0.75780 0.60175 -0.87556
C 0.69261 0.65734 0.03740
C 1.81621 0.94622 -0.91034
N -1.75758 0.93323 0.06426
N 0.35858 -0.71850 0.42456
H -2.50222 0.59103 1.84356
H -0.26543 -0.69990 2.45110
H -1.14967 -1.85806 1.30864
H -1.10202 -1.72070 -0.77365
H 0.25486 -1.17943 -1.67180
H -0.69587 1.05680 -1.87249
H 0.70800 1.26427 0.92170
H 1.87967 1.97414 -0.81293
H 1.53416 0.60399 -1.92499
H 2.70467 0.43156 -0.50660
H 1.13837 -1.40289 0.67359
*
```

Values from the calculation:
Highest occupied orbital energy, eV: -13.92
SMILES: C[C@H]1[C@H]2C[N@@H+]1CC=N2
LUMO, eV: -3.43

Entry ii
An isolated ion of composition C6H11N2 and charge +1, computed with ωB97M-V with the def2-TZVPD basis set.

The geometry in ORCA input format:
```
! RIJCOSX wB97M-V def2-TZVPD def2/J DEFGRID3
* xyz 1 1
C 1.96283 -0.08921 -0.49080
C 0.64035 -0.17600 -1.13548
C -0.53919 0.25004 -0.29468
C -1.04251 -0.09965 1.01589
N -2.26677 0.39087 1.11928
C -2.68541 0.90171 -0.09385
C -1.57445 0.96232 -0.88818
N 2.05205 -1.14015 0.69704
H 2.05596 0.97948 0.00214
H 2.89087 -0.33399 -1.04789
H 0.70184 0.47620 -2.00632
H 0.54276 -1.16819 -1.70663
H -0.46492 -0.42885 1.77673
H -2.80079 0.48928 2.03726
H -3.67542 1.24324 -0.22875
H -1.74994 1.68977 -1.64952
H 1.90564 -1.97404 0.34855
H 2.84846 -1.03745 1.30147
H 1.19864 -0.93538 1.24374
*
```

Values from the calculation:
Highest occupied orbital energy, eV: -11.78
SMILES: [NH3+]CCc1cc[nH]c1
LUMO, eV: -3.37

entry ii comes first in stability; the runner-up is 0.980 eV higher.